Here is one molecule with the formula C3H4ClNO2 from OMol25. Energies are from ωB97M-V/def2-TZVPD.

The value obtained for the frontier orbital gap is 10.691 eV. The value obtained for the molecular weight is 121.52 g/mol. The value obtained for the energy above the lowest of the compared OMol25 structures with the same formula, charge and spin is 42.05 kcal/mol. Its net charge is 0. Its SMILES is [H]/N=C(\Cl)[C@@H](O)C=O. Its energy is -782.0880 hartree. The LUMO energy comes out at 0.50 eV.

```
11
Properties=species:S:1:pos:R:3:forces:R:3
H 1.6502 -1.9253 1.6464 -0.1872 -0.4649 -0.3671
N 1.2340 -1.0776 1.2975 0.1599 1.0514 0.4824
C 0.6584 -1.0238 0.1984 -1.1992 -0.0027 0.2592
Cl 0.4519 -2.3981 -0.8571 -0.0852 -0.0929 -0.1704
C 0.1024 0.3432 -0.3288 -0.0654 0.1488 2.2701
O -0.1313 0.2916 -1.6492 -0.6232 0.8999 -1.6890
C -1.1214 1.1983 0.3639 2.7012 -3.0889 0.1920
O -1.9805 1.5284 -0.3868 -0.6220 0.9346 0.6773
H 0.9682 0.8902 0.0944 0.0308 0.8723 -1.0324
H -0.9382 0.8474 -1.8548 1.0000 -0.7693 0.4466
H -0.8935 1.3257 1.4761 -1.1097 0.5116 -1.0686
```
Forces are in eV/Å.